# C14H27BrN3O17S4

A 5-piece molecular cluster, C14H27BrN3O17S4 overall in a non-equilibrium geometry (the ωB97M-V functional and the def2-TZVPD basis, the OMol25 dataset).

ORCA input file:
```
! RIJCOSX wB97M-V def2-TZVPD def2/J DEFGRID3
* xyz 1 1
N -1.50527 -1.04482 0.35422
C -0.35627 -0.44741 0.00723
N 0.32456 0.59641 0.74417
C 1.45941 1.15537 -0.06966
C 1.02627 1.47851 -1.60889
C 0.47043 2.98803 -1.63618
C -0.76381 3.25515 -2.61154
O -1.82916 3.65737 -2.07421
Br -0.73795 2.94465 -4.58618
C 0.02920 0.36927 -2.16996
N 0.25305 -0.86139 -1.28843
H -2.15421 -1.27908 -0.43023
H -1.82504 -1.24324 1.31073
H -0.32199 1.35468 1.03410
H 1.87616 2.12299 0.37718
H 2.31896 0.38862 -0.11927
H 2.01826 1.47500 -2.20045
H 0.20873 3.33435 -0.56641
H 1.31006 3.70536 -1.98005
H -1.08423 0.61239 -2.05704
H 0.25744 0.05422 -3.25024
H -0.34093 -1.63823 -1.64515
C 3.10461 0.44089 4.62542
C 4.15425 1.53370 4.51613
O 5.13587 1.01445 3.61660
S 4.40636 0.05495 2.53190
O 4.17206 0.81849 1.33897
O 5.07650 -1.20877 2.52254
O 2.99247 -0.11107 3.30965
H 3.43111 -0.35228 5.30034
H 2.14103 0.82714 4.95970
H 4.60317 1.77653 5.47875
H 3.73488 2.44135 4.07139
C -4.67971 3.25341 -3.18767
C -4.51279 2.75270 -4.61327
O -5.40066 1.64113 -4.72194
S -6.69068 1.90054 -3.77159
O -7.75014 2.42092 -4.58147
O -6.85005 0.76339 -2.91414
O -6.07210 3.11943 -2.89976
H -4.12593 2.62830 -2.48278
H -4.36501 4.29085 -3.07534
H -3.48839 2.44854 -4.82940
H -4.82821 3.51038 -5.33663
C 7.26637 -2.11500 5.12735
C 7.95299 -2.35671 6.46255
O 7.14757 -1.66986 7.42204
S 5.60023 -1.70996 6.93947
O 4.94400 -2.78399 7.62148
O 5.09371 -0.36683 6.93051
O 5.86696 -2.17073 5.40830
H 7.49657 -1.11894 4.73904
H 7.53567 -2.86468 4.38294
H 8.97571 -1.98054 6.47844
H 7.95290 -3.41973 6.72029
C -6.63553 -3.13770 -3.84777
C -5.72863 -3.16107 -5.06674
O -4.41526 -2.94255 -4.55479
S -4.30823 -3.58992 -3.07396
O -3.70543 -4.88330 -3.18797
O -3.81552 -2.57909 -2.18144
O -5.89682 -3.79290 -2.81185
H -6.83573 -2.11234 -3.52403
H -7.57956 -3.65220 -4.02885
H -5.99026 -2.39359 -5.79487
H -5.74404 -4.14156 -5.55124
*
```

Properties
Kohn-Sham gap in eV: 9.3
E_LUMO in eV: -3.8
HOMO energy in eV: -13.057

---

# C14H27Cl3F3N3O5

C14H27Cl3F3N3O5 as an isolated structure in a non-equilibrium geometry (the ωB97M-V functional and the def2-TZVPD basis, the OMol25 dataset).

ORCA input file:
```
! RIJCOSX wB97M-V def2-TZVPD def2/J DEFGRID3
* xyz 0 1
C 0.54337 -8.14751 1.58903
O 1.36934 -8.94372 1.02860
N 0.03764 -6.99399 1.01042
C -1.24226 -6.38303 1.48110
C 0.61864 -6.41409 -0.20585
H 0.01111 -8.35277 2.53071
H -1.60288 -6.90198 2.36922
H -2.11179 -6.58387 0.85526
H -1.22169 -5.31629 1.70415
H 1.13450 -5.54604 0.20461
H 1.40364 -6.95769 -0.73154
H -0.19860 -6.19374 -0.89261
C -2.18778 -0.24290 -3.98883
O -0.97017 -0.07075 -3.83939
N -2.79922 -1.44879 -3.91708
C -4.24334 -1.58087 -4.12468
C -2.16867 -2.68584 -3.64410
H -2.93133 0.55473 -4.14091
H -4.70905 -0.72623 -4.61537
H -4.65038 -1.68010 -3.11841
H -4.69717 -2.44040 -4.61801
H -2.40121 -3.40528 -4.42925
H -1.07925 -2.70527 -3.61419
H -2.47727 -3.13795 -2.70152
C -5.57041 2.70845 -0.17578
O -4.88940 3.29517 -0.99275
N -5.06747 1.63149 0.54556
C -5.85038 0.86147 1.48816
C -3.66687 1.38954 0.55985
H -6.63812 2.87966 0.03134
H -5.53545 1.14843 2.49145
H -5.67843 -0.18077 1.21936
H -6.91389 1.02384 1.31299
H -3.12432 1.59348 1.48297
H -3.50987 0.34805 0.27922
H -3.10223 1.88695 -0.22873
C 7.12316 8.42720 2.48391
C 6.30086 7.36541 3.18634
O 5.77042 6.49844 2.17831
C 5.32486 5.24019 2.53589
O 5.32238 4.71626 3.63223
C 4.65735 4.53187 1.38797
F 4.37329 5.31758 0.30631
F 5.49733 3.60971 0.96927
F 3.56370 3.97605 1.77097
H 7.46259 9.22626 3.14299
H 6.59521 8.71623 1.57517
H 7.98122 7.80675 2.22534
H 5.52867 7.90275 3.73687
H 6.98379 6.76329 3.78563
C 2.66210 -1.13360 -1.04019
Cl 2.99729 -2.34959 -2.30521
Cl 4.25852 -1.20819 -0.14152
Cl 1.19250 -1.50806 -0.08525
H 2.52541 -0.17993 -1.55003
*
```

Properties
Kohn-Sham gap in eV: 9.4
E_LUMO in eV: 0.1
HOMO energy in eV: -9.312

---

# C14H27ClMgOP2

C14H27ClMgOP2 as an isolated structure in a non-equilibrium geometry (the ωB97M-V functional and the def2-TZVPD basis, the OMol25 dataset).

ORCA input file:
```
! RIJCOSX wB97M-V def2-TZVPD def2/J DEFGRID3
* xyz 0 1
Mg 0.18152 0.07084 -0.47070
H -1.63142 -0.76921 1.42554
H -1.81912 -0.04054 1.49623
P -0.08868 -2.50504 -0.45400
P -0.09652 2.60458 -0.44099
C 1.43559 3.54348 -0.11568
H 1.29454 4.57189 -0.47897
H 1.69289 3.54087 0.95195
H 2.24766 3.06252 -0.68407
C -0.41089 2.91566 -2.21183
H -1.36639 2.43958 -2.48016
H -0.45912 3.99767 -2.39398
H 0.40195 2.45750 -2.79041
C -1.47093 3.48814 0.38169
H -1.37058 3.48495 1.47763
H -1.50623 4.51909 -0.00233
H -2.40036 2.96460 0.09812
C -0.22768 -2.89331 -2.24372
H -0.29889 -3.98075 -2.39791
H -1.13247 -2.39254 -2.62861
H 0.66032 -2.48227 -2.74761
C 1.35915 -3.47308 0.10841
H 1.44869 -3.38508 1.20253
H 1.23956 -4.52891 -0.17936
H 2.26097 -3.05015 -0.36196
C -1.53326 -3.34408 0.29060
H -2.44286 -2.83312 -0.06613
H -1.55178 -4.40406 -0.00757
H -1.47312 -3.25454 1.38661
C 2.00806 -0.10352 0.89605
O 3.00308 -0.31453 1.45056
H 1.09537 0.04230 -1.92068
Cl 0.79699 2.83338 5.15064
C 0.66722 1.12426 5.01936
C 0.63627 0.34121 6.16322
C 0.52744 -1.06384 6.04150
C 0.41789 -1.66038 4.78595
C 0.48013 -0.88085 3.62908
C 0.60553 0.53957 3.68855
C 0.64845 1.26538 2.44332
H 0.69727 0.80852 7.14567
H 0.49860 -1.65974 6.93554
H 0.30453 -2.74899 4.69564
H 0.43827 -1.35819 2.64304
H -0.33122 1.65044 2.06752
H 1.49201 1.96119 2.34574
*
```

Properties
Kohn-Sham gap in eV: 5.8
E_LUMO in eV: 0.0
HOMO energy in eV: -5.820
Energy above the lowest of the compared OMol25 structures with the same formula, charge and spin in kcal/mol: 0.00

---

# C14H27ClO8

A 3-piece molecular cluster, C14H27ClO8 overall in a non-equilibrium geometry (the ωB97M-V functional and the def2-TZVPD basis, the OMol25 dataset).

ORCA input file:
```
! RIJCOSX wB97M-V def2-TZVPD def2/J DEFGRID3
* xyz 0 1
C -3.77450 -1.79149 3.11292
C -3.23974 -0.59205 2.34607
C -1.73783 -0.52099 2.39784
Cl -1.19640 0.72866 1.21947
O -1.18865 -1.76699 2.08798
C 0.03082 -2.01690 2.65217
O 0.16876 -2.39858 3.80388
O 1.04213 -1.85719 1.76918
C 1.53842 -3.08786 1.23448
C 0.52328 -3.84562 0.40307
O 0.57659 -3.43978 -0.96251
H -3.46125 -2.69722 2.61888
H -3.37388 -1.82997 4.11772
H -4.84790 -1.73826 3.17201
H -3.50971 -0.69514 1.30237
H -3.63894 0.34451 2.69840
H -1.39628 -0.17908 3.36314
H 2.34011 -2.81519 0.56929
H 1.97346 -3.70761 2.00987
H 0.79196 -4.88904 0.40554
H -0.48690 -3.71660 0.76933
H 0.09736 -2.61426 -1.03499
C 2.98024 1.34068 1.44922
C 3.49091 0.42561 0.35861
O 3.55589 1.08628 -0.90784
C 4.61394 1.81681 -1.30378
C 5.70084 2.14978 -0.30673
O 4.64335 2.22467 -2.42927
H 3.65066 2.18452 1.61645
H 2.87063 0.79474 2.38610
H 2.00815 1.74300 1.16528
H 4.45309 -0.02443 0.60952
H 2.78855 -0.39112 0.20739
H 5.47635 3.11711 0.13967
H 6.64124 2.22538 -0.84594
H 5.82643 1.41279 0.48267
C -0.95104 2.32870 -3.43381
C -1.74411 1.05662 -3.64847
O -2.40059 0.62810 -2.45314
C -3.60341 1.07799 -2.06078
C -4.20403 2.28297 -2.74830
O -4.14685 0.55264 -1.13063
H -1.59677 3.16438 -3.16301
H -0.40765 2.59433 -4.34030
H -0.23309 2.19153 -2.62570
H -2.45776 1.14602 -4.46875
H -1.07099 0.24037 -3.90280
H -3.92268 3.17557 -2.19189
H -5.28566 2.18179 -2.72218
H -3.90656 2.39981 -3.78767
*
```

Properties
Kohn-Sham gap in eV: 10.9
E_LUMO in eV: 0.7
HOMO energy in eV: -10.202
Structure (SMILES): CC[C@H](Cl)OC(=O)OCCO.CCOC(C)=O.CCOC(C)=O

---

- Among the records above, which one has the lowest HOMO energy?
  C14H27BrN3O17S4

---

- What is the formula in the third record?
  C14H27ClMgOP2

---

- Number 1 is which compound?
  C14H27BrN3O17S4